C16H22N2O3 | ωB97M-V with the def2-TZVPD basis set

**LUMO energy**: 0.660 eV
**ΔE to the lowest compared entry with this formula, charge and spin**: 392.14 kcal per mole

```
43
Properties=species:S:1:pos:R:3:forces:R:3:nbo_charge:R:1
C -0.0940 -3.1039 0.3887 -12.9052 0.5450 -4.8097 -0.20
H -0.1677 -3.2380 1.3741 -1.8818 0.1342 4.2218 0.18
O -0.3560 -1.7303 -0.1626 -3.4302 -2.0016 2.0259 -0.51
C -1.7443 -1.4475 0.0487 -1.8509 0.1104 -0.7661 0.34
C -2.7655 -2.3836 0.4955 0.0769 2.0911 2.2431 -0.39
C -4.1123 -1.7775 0.8940 2.9454 -0.1596 -1.4449 -0.21
C -4.4563 -0.5206 0.6459 3.4320 4.6420 -4.4094 -0.29
C -3.4140 0.4286 -0.2269 -0.0256 -11.5006 5.1879 0.32
C -2.1566 -0.0794 -0.4122 2.0851 -2.5275 0.9264 0.13
O -1.1174 0.6150 -0.9619 -0.3882 2.2213 -0.1612 -0.55
C -0.6658 1.9247 -0.1673 4.8373 -7.5249 -4.1220 -0.06
C 0.6549 1.4283 0.2765 3.5061 -2.5043 3.5069 -0.39
H 0.6890 0.1792 0.7558 -0.8072 4.1537 -0.9915 0.23
H 1.0922 2.1546 1.1594 -0.8858 -1.7792 -2.1059 0.20
C 1.7815 1.2180 -0.8777 3.1986 6.5529 8.6243 -0.40
C 2.9435 0.4509 -0.2193 1.4850 -2.3134 -1.5577 -0.12
C 3.4256 -0.9410 -0.7115 -3.1043 8.1337 3.2386 0.17
N 4.5193 -1.1066 -0.0527 1.1550 3.4278 1.8825 -0.33
N 5.0589 0.0518 0.5965 -2.1531 -1.1033 0.7564 -0.30
C 4.0032 0.9328 0.6668 -0.4035 -7.2096 -6.0903 0.10
C 4.0895 2.1626 1.2060 0.2373 6.3093 8.2554 -0.65
H 5.0210 2.3661 1.8555 -0.7247 -0.6393 -1.5750 0.25
H 3.9127 3.1218 0.6957 -0.3076 -0.8203 -0.3836 0.24
H 3.3614 2.2359 2.2956 1.3402 -0.1897 -3.2745 0.21
H 5.1177 -1.7133 -0.4568 3.0842 -2.4432 -0.6859 0.38
C 2.8362 -1.6954 -1.7322 -3.9354 -4.8392 -1.0919 -0.68
H 3.0549 -2.9293 -1.5071 -0.3189 3.3718 -1.2131 0.22
H 3.0941 -1.3249 -2.7759 -0.3284 -0.8676 1.2392 0.25
H 1.5911 -1.6658 -1.5513 3.3996 0.0875 -0.8843 0.27
H 1.3560 0.6826 -1.5189 -3.2858 -4.0003 -6.0822 0.20
H 2.0759 2.3532 -1.1242 -0.3610 -2.6892 -0.3087 0.19
H -1.3225 1.9826 0.4944 -5.5508 1.4572 5.7332 0.18
H -0.4720 2.6158 -0.8471 -0.2201 3.4773 -2.9831 0.19
O -3.6051 1.5718 -0.5221 -3.2731 9.4613 -2.5934 -0.47
C -4.9008 2.1889 -0.3736 8.1308 7.5660 7.6484 -0.20
H -5.5661 1.8928 -0.9157 -7.7254 -4.9341 -5.5357 0.14
H -4.7631 3.2696 -0.9544 0.0101 -2.2969 2.2686 0.20
H -5.1875 2.3305 0.9354 0.7605 -0.4035 -4.3932 0.19
H -5.3814 0.0249 0.6634 -0.6124 -0.6991 0.8242 0.21
H -4.9349 -2.1828 1.3845 -0.6731 -2.2557 0.9462 0.22
H -2.5039 -3.2974 1.1080 -0.2455 1.0199 -1.3054 0.22
H 0.7835 -3.1149 0.3462 13.4945 -1.1675 -2.2199 0.15
H -0.7748 -3.9308 -0.2150 2.2193 2.1068 1.4595 0.18
```
Forces are in eV/Å.